Record 1
Formula: C23H53B2N6O9P2S2
Source: the OMol25 dataset
Level of theory: ωB97M-V with the def2-TZVPD basis set

Cartesian coordinates (Å):
C 0.25 -2.17 0.36
P -0.09 -0.69 -0.71
O -1.22 0.21 0.23
C -0.98 -1.26 -2.28
C -2.49 -0.99 -2.04
B -3.44 -1.39 -3.27
O -3.95 -0.47 -4.14
O -3.78 -2.73 -3.45
O -0.57 -2.64 -2.35
B 0.75 -2.58 -3.07
N 1.94 -3.07 -2.25
P 0.85 -3.78 -4.66
N 1.97 -3.35 -5.72
O 0.94 -1.19 -3.53
C -0.42 -0.79 -3.65
C -0.68 0.61 -4.17
C -0.49 1.77 -3.14
C 0.86 2.45 -3.44
S 1.01 4.07 -2.58
C 0.55 3.72 -0.89
S -0.70 4.52 -0.23
N 1.33 2.80 -0.20
C 1.00 2.26 1.02
C 2.00 1.45 1.45
N 2.94 1.48 0.39
C 2.56 2.25 -0.54
H -0.39 -3.01 0.10
H -0.01 -1.89 1.40
H 1.31 -2.40 0.37
H -1.00 0.03 1.15
H -2.81 -1.54 -1.14
H -2.65 0.09 -1.86
H -3.67 0.42 -3.90
H -4.42 -3.03 -2.79
H 2.36 -2.30 -1.72
H 1.64 -3.76 -1.56
H -0.41 -3.73 -5.34
H 1.07 -5.12 -4.19
H 2.45 -2.52 -5.38
H -0.84 -1.49 -4.41
H 0.04 0.78 -4.98
H -1.66 0.64 -4.66
H -1.27 2.52 -3.35
H -0.61 1.48 -2.09
H 1.66 1.75 -3.18
H 0.85 2.69 -4.51
H 0.10 2.49 1.56
H 2.03 0.92 2.39
H 3.10 2.47 -1.45
C -6.54 -4.50 2.95
O -5.86 -5.73 3.09
C -6.21 -6.69 2.09
C -5.02 -6.97 1.18
N -4.73 -5.82 0.33
C -3.47 -5.93 -0.40
C -2.18 -5.94 0.41
O -1.91 -4.71 1.07
C -2.49 -4.58 2.35
H -6.29 -3.88 3.81
H -6.23 -3.97 2.04
H -7.62 -4.65 2.93
H -7.08 -6.37 1.51
H -6.47 -7.61 2.61
H -5.25 -7.83 0.55
H -4.17 -7.22 1.82
H -4.69 -4.99 0.91
H -3.43 -5.08 -1.08
H -3.50 -6.83 -1.03
H -1.36 -6.08 -0.30
H -2.12 -6.78 1.11
H -2.58 -5.53 2.87
H -3.47 -4.09 2.29
H -1.85 -3.92 2.94
C 4.58 8.66 4.28
O 4.13 8.39 2.97
C 5.19 8.19 2.04
C 5.21 6.75 1.55
N 5.65 5.85 2.61
C 5.48 4.43 2.29
C 4.05 3.91 2.12
O 3.30 3.93 3.32
C 2.63 5.14 3.59
H 3.70 8.91 4.89
H 5.08 7.80 4.72
H 5.25 9.52 4.29
H 6.16 8.48 2.45
H 4.99 8.84 1.18
H 5.90 6.67 0.71
H 4.20 6.50 1.20
H 5.12 6.05 3.45
H 5.94 3.86 3.10
H 6.05 4.20 1.38
H 4.11 2.86 1.83
H 3.51 4.41 1.31
H 2.32 5.66 2.68
H 3.25 5.80 4.21
H 1.73 4.90 4.17

* max |F|: 3.49 eV/A
* total charge: -1
* LUMO level: 0.050 Eh
* HOMO level: -4.04 eV
* orbital gap: 5.4 eV

Record 2
Formula: C23H53NO4P3Yb
Source: the OMol25 dataset
Level of theory: ωB97M-V with the def2-TZVPD basis set

Cartesian coordinates (Å):
Yb 0.54 0.15 1.35
P 0.08 -2.34 -0.25
P 0.05 2.46 -0.18
N 2.00 0.09 -0.35
C 1.76 -2.34 -1.06
H 2.29 -3.25 -0.78
H 1.56 -2.39 -2.14
C 2.66 -1.12 -0.78
H 3.38 -1.38 0.02
H 3.28 -0.95 -1.70
C 2.62 1.28 -0.87
H 3.05 1.12 -1.88
H 3.49 1.49 -0.21
C 1.74 2.56 -0.94
H 1.56 2.79 -2.01
H 2.29 3.41 -0.51
C 0.33 3.31 1.47
C -0.76 2.94 2.49
H -0.49 3.39 3.46
H -0.88 1.85 2.66
H -1.73 3.34 2.19
C -1.09 3.49 -1.20
C -2.46 3.68 -0.52
H -3.16 4.10 -1.25
H -2.40 4.38 0.33
H -2.88 2.73 -0.17
C -0.99 -3.15 -1.53
C -2.41 -3.44 -1.03
H -3.05 -3.64 -1.90
H -2.85 -2.59 -0.50
H -2.45 -4.33 -0.39
C 0.25 -3.56 1.14
C -1.04 -3.62 1.97
H -0.80 -3.99 2.98
H -1.78 -4.29 1.53
H -1.52 -2.63 2.10
C -1.84 -0.01 0.60
C -0.51 4.81 -1.70
H -0.45 5.56 -0.91
H 0.49 4.68 -2.15
H -1.17 5.21 -2.48
C -0.40 -4.39 -2.23
H -1.06 -4.64 -3.07
H 0.60 -4.21 -2.63
H -0.38 -5.26 -1.56
C 0.73 -4.96 0.76
H 1.13 -5.43 1.67
H -0.09 -5.60 0.40
H 1.53 -4.95 0.01
C 0.52 4.82 1.37
H -0.43 5.34 1.18
H 0.91 5.19 2.33
H 1.25 5.11 0.60
H 1.29 2.88 1.82
H 1.04 -3.10 1.76
H -1.26 2.84 -2.08
H -1.06 -2.35 -2.29
O -2.95 -0.07 0.29
H 0.16 0.06 -1.68
H -0.31 0.14 -1.06
C 3.25 2.99 3.79
C 3.40 1.87 2.79
O 2.24 0.91 2.86
P 2.31 -0.49 3.89
O 2.27 0.11 5.38
C 1.41 1.13 6.05
C 1.07 0.59 7.41
O 0.64 -0.76 3.55
C -0.29 -1.32 4.57
C 0.31 -2.50 5.28
H 2.27 3.48 3.73
H 4.01 3.74 3.57
H 3.41 2.64 4.81
H 3.41 2.24 1.76
H 4.32 1.30 2.96
H 0.52 1.34 5.43
H 2.02 2.04 6.12
H 1.99 0.35 7.96
H 0.52 1.35 7.96
H 0.45 -0.31 7.33
H -1.19 -1.60 4.01
H -0.56 -0.51 5.24
H -0.48 -2.99 5.85
H 1.09 -2.19 6.00
H 0.73 -3.23 4.58

* max |F|: 4.67 eV/A
* ΔE to the lowest compared entry with this formula, charge and spin: 7.1 kcal/mol
* total charge: +2
* LUMO level (alpha / beta): -0.210 / -0.254 Eh
* HOMO level (alpha / beta): -14.12 / -13.05 eV
* spin multiplicity: 2
* orbital gap (alpha / beta): 8.4 / 6.1 eV

Record 3
Formula: C23H54Br6NO13P3
Source: the OMol25 dataset
Level of theory: ωB97M-V with the def2-TZVPD basis set

Cartesian coordinates (Å):
C 1.00 1.38 -5.01
O 1.25 0.29 -4.53
N 1.70 2.52 -4.77
C 1.35 3.71 -5.51
C 2.92 2.47 -4.02
H 0.18 1.52 -5.73
H 1.57 4.59 -4.90
H 0.30 3.72 -5.78
H 1.94 3.83 -6.42
H 3.19 3.49 -3.73
H 2.78 1.92 -3.10
H 3.77 2.12 -4.61
C 2.79 -0.54 -1.49
Br 1.02 -1.01 -0.90
Br 3.92 -2.13 -1.46
Br 3.53 0.81 -0.36
H 2.77 -0.24 -2.53
C 7.41 -1.25 -0.71
Br 7.47 0.48 0.11
Br 6.73 -2.58 0.49
Br 9.14 -1.74 -1.42
H 6.75 -1.23 -1.56
C 0.86 0.49 3.46
C 2.29 0.28 3.92
O 2.96 -0.54 2.96
P 4.04 -1.64 3.33
O 3.80 -2.29 4.62
O 4.01 -2.55 2.06
C 2.85 -3.40 1.88
C 3.16 -4.81 2.30
O 5.43 -0.97 3.13
C 5.80 0.20 3.88
C 7.14 -0.06 4.54
H 0.19 -0.32 3.74
H 0.46 1.42 3.88
H 0.85 0.63 2.38
H 2.80 1.25 3.95
H 2.33 -0.16 4.91
H 1.96 -2.95 2.32
H 2.69 -3.40 0.80
H 3.35 -4.87 3.38
H 2.31 -5.46 2.09
H 4.03 -5.21 1.78
H 5.84 1.02 3.17
H 5.08 0.38 4.68
H 7.50 0.82 5.08
H 7.03 -0.88 5.24
H 7.88 -0.33 3.79
C -4.23 -4.75 3.67
C -4.77 -3.69 4.60
O -3.87 -2.60 4.81
P -3.67 -1.50 3.69
O -4.49 -1.71 2.49
O -2.11 -1.41 3.47
C -1.46 -2.46 2.72
C -1.43 -2.07 1.25
O -3.95 -0.18 4.48
C -4.04 1.03 3.72
C -5.39 1.67 3.90
H -4.23 -4.36 2.65
H -3.23 -5.09 3.95
H -4.90 -5.61 3.65
H -5.75 -3.35 4.26
H -4.95 -4.12 5.59
H -0.44 -2.42 3.09
H -1.90 -3.44 2.83
H -1.11 -2.85 0.57
H -2.46 -1.77 0.98
H -0.86 -1.15 1.10
H -3.26 1.72 4.03
H -3.87 0.85 2.65
H -5.58 1.77 4.97
H -5.36 2.66 3.44
H -6.23 1.13 3.46
C -4.16 1.38 -6.94
C -3.18 1.30 -5.81
O -3.72 2.05 -4.71
P -2.78 2.37 -3.47
O -3.51 2.92 -2.33
O -1.98 1.05 -3.19
C -2.45 0.13 -2.20
C -3.72 -0.60 -2.60
O -1.65 3.28 -4.10
C -1.40 4.62 -3.66
C -2.63 5.51 -3.63
H -3.83 0.85 -7.84
H -5.16 1.07 -6.63
H -4.28 2.41 -7.29
H -3.07 0.26 -5.50
H -2.21 1.69 -6.11
H -1.66 -0.61 -2.09
H -2.64 0.64 -1.25
H -3.66 -1.06 -3.58
H -3.90 -1.39 -1.87
H -4.59 0.06 -2.56
H -0.90 4.60 -2.69
H -0.68 5.03 -4.37
H -2.36 6.56 -3.76
H -3.32 5.29 -4.45
H -3.11 5.50 -2.66

* max |F|: 1.57 eV/A
* total charge: 0
* LUMO level: 0.003 Eh
* HOMO level: -9.57 eV
* orbital gap: 9.6 eV

Record 4
Formula: C23H54N3O4
Source: the OMol25 dataset
Level of theory: ωB97M-V with the def2-TZVPD basis set

Cartesian coordinates (Å):
C -4.01 -3.65 1.85
C -3.09 -4.74 1.29
C -2.30 -4.23 0.08
O -3.14 -4.10 -1.01
C -2.96 -2.80 -1.82
N -1.99 -2.75 -2.79
C -0.66 -2.52 -2.29
C -0.38 -1.14 -1.67
C 1.11 -0.90 -1.38
C 1.56 0.55 -1.53
C 2.86 0.86 -0.79
C 3.31 2.31 -0.90
C 4.70 2.54 -0.30
C 5.05 4.02 -0.14
C 4.47 4.61 1.15
C 4.50 6.13 1.23
O 4.08 6.70 0.02
C 4.22 8.10 0.00
H -4.95 -4.06 2.25
H -3.53 -3.09 2.66
H -4.28 -2.95 1.06
H -3.68 -5.60 0.96
H -2.39 -5.10 2.06
H -1.46 -4.91 -0.13
H -1.86 -3.25 0.34
H -2.88 -2.05 -1.00
H -3.95 -2.72 -2.27
H -0.32 -3.28 -1.55
H 0.05 -2.63 -3.13
H -0.77 -0.38 -2.35
H -0.94 -1.03 -0.73
H 1.71 -1.54 -2.03
H 1.34 -1.21 -0.35
H 1.69 0.79 -2.60
H 0.77 1.22 -1.17
H 2.72 0.60 0.27
H 3.66 0.20 -1.15
H 2.58 2.95 -0.40
H 3.33 2.62 -1.95
H 5.45 2.04 -0.92
H 4.75 2.04 0.68
H 6.13 4.15 -0.14
H 4.66 4.58 -0.99
H 5.04 4.23 2.00
H 3.44 4.25 1.29
H 5.52 6.48 1.47
H 3.84 6.46 2.05
H 5.26 8.39 0.23
H 3.96 8.44 -0.99
H 3.56 8.58 0.73
C 3.40 -3.99 3.75
C 2.77 -2.62 3.96
C 1.29 -2.55 3.56
O 1.07 -2.52 2.17
C 0.95 -3.78 1.53
N 3.58 -1.61 3.29
H 3.56 -4.18 2.69
H 4.37 -4.04 4.24
H 2.76 -4.79 4.14
H 2.80 -2.40 5.04
H 0.88 -1.60 3.94
H 0.72 -3.37 4.02
H 0.43 -4.50 2.17
H 1.92 -4.19 1.25
H 0.36 -3.63 0.63
H 3.24 -0.68 3.53
H 3.44 -1.70 2.29
C -3.96 0.67 -2.57
C -5.30 0.01 -2.26
C -6.52 0.83 -2.69
O -6.80 1.96 -1.87
C -6.09 3.13 -2.21
N -5.33 -0.39 -0.86
H -3.74 1.47 -1.86
H -3.17 -0.09 -2.48
H -3.93 1.08 -3.58
H -5.35 -0.91 -2.85
H -7.41 0.20 -2.61
H -6.42 1.15 -3.73
H -6.00 3.24 -3.30
H -5.09 3.16 -1.78
H -6.66 3.98 -1.82
H -6.09 -1.03 -0.67
H -5.46 0.41 -0.26

* max |F|: 0.34 eV/A
* total charge: -1
* LUMO level: 0.085 Eh
* HOMO level: -2.35 eV
* orbital gap: 4.7 eV

Record 5
Formula: C23H55CoN3OP4Se
Source: the OMol25 dataset
Level of theory: ωB97M-V with the def2-TZVPD basis set

Cartesian coordinates (Å):
Co 0.58 0.17 -0.87
P 1.74 -0.57 0.82
P 0.40 2.25 -0.45
P -0.57 -1.49 -1.50
H -1.76 3.80 -6.52
C -2.37 2.90 -6.48
C -2.73 2.44 -5.26
H -2.37 2.88 -4.33
C 3.56 -0.50 0.49
C 1.53 0.31 2.43
C 1.46 -2.30 1.41
C -0.19 3.65 -1.47
C -0.58 2.51 1.08
C 2.09 2.88 -0.03
C -1.62 -1.50 -3.00
C -1.66 -2.17 -0.20
C 0.55 -2.88 -1.96
H -2.60 2.44 -7.46
H -3.47 1.65 -5.16
H 4.11 -0.85 1.38
H 3.84 0.54 0.25
H 3.77 -1.16 -0.37
H 2.26 -0.08 3.16
H 0.50 0.15 2.79
H 1.70 1.38 2.32
H 2.27 -2.58 2.10
H 1.46 -3.00 0.58
H 0.49 -2.38 1.93
H -0.15 4.58 -0.87
H -1.21 3.47 -1.81
H 0.46 3.78 -2.34
H 0.05 2.63 1.97
H -1.24 1.66 1.25
H -1.19 3.41 0.97
H 2.04 3.98 0.05
H 2.77 2.60 -0.85
H 2.46 2.45 0.90
H -2.21 -2.43 -2.99
H -0.97 -1.49 -3.89
H -2.27 -0.63 -3.02
H -2.70 -2.02 -0.50
H -1.50 -1.66 0.76
H -1.44 -3.24 -0.11
H -0.07 -3.66 -2.43
H 1.06 -3.30 -1.09
H 1.30 -2.51 -2.68
C 2.14 0.66 -4.29
C 0.86 1.17 -4.57
C 0.46 1.30 -5.91
C 1.38 1.06 -6.92
C 2.67 0.60 -6.62
C 3.07 0.39 -5.30
Se 2.73 0.11 -2.52
H 1.19 0.45 -2.36
H 0.19 1.44 -3.75
H -0.57 1.56 -6.14
H 1.11 1.16 -7.98
H 3.38 0.37 -7.41
H 4.05 0.00 -5.02
C -2.31 2.12 4.37
N -2.40 0.67 4.66
C -2.67 0.32 6.05
P -2.63 -0.34 3.35
O -1.63 -0.07 2.28
N -2.63 -1.91 3.89
C -3.44 -2.94 3.23
C -1.41 -2.38 4.54
N -4.22 -0.18 2.80
C -5.30 0.00 3.77
C -4.46 0.57 1.56
H -1.55 2.56 5.02
H -3.27 2.65 4.53
H -2.00 2.30 3.33
H -3.40 -0.49 6.15
H -1.75 0.02 6.58
H -3.06 1.20 6.57
H -2.91 -3.53 2.47
H -3.83 -3.63 3.98
H -4.28 -2.45 2.73
H -0.64 -1.59 4.62
H -1.66 -2.72 5.55
H -0.95 -3.21 3.98
H -5.29 1.02 4.20
H -6.25 -0.13 3.22
H -5.27 -0.72 4.60
H -4.51 1.66 1.75
H -3.65 0.37 0.85
H -5.42 0.25 1.13

* max |F|: 4.27 eV/A
* total charge: +3
* LUMO level (alpha / beta): -0.338 / -0.469 Eh
* HOMO level (alpha / beta): -14.80 / -14.80 eV
* spin multiplicity: 5
* orbital gap (alpha / beta): 5.6 / 2.0 eV